24
Properties=species:S:1:pos:R:3:forces:R:3 method="wB97M-V/def2-TZVPD" homo_energy_ev="-6.7 / -6.6" energy_ha=-1905.5093 multiplicity=3 e_lumo_ev="-0.8544 / -0.8290" s_squared=2.00 fmax_ev_per_a=3.97
Tm 0.0011 -1.0687 0.8596 -0.3 1.2 0.9
Cl 0.1075 -1.9396 -1.6462 -0.2 0.0 -0.4
C 2.1755 -1.3212 1.2150 0.6 -0.3 0.1
H 2.3674 -1.4490 2.2927 0.1 0.0 -0.2
H 2.7907 -0.4832 0.8539 -0.1 -0.2 0.1
H 2.5100 -2.2331 0.6965 0.2 0.1 0.1
Hf -0.3757 0.5056 -2.0861 0.5 -0.4 0.6
C -2.4392 0.5553 -2.7098 -0.9 0.2 -0.4
C 1.0848 1.3863 -3.4175 0.5 0.5 -0.6
C -0.1509 1.2230 -0.1588 -0.2 -1.0 0.7
H 1.6252 2.1921 -2.8988 0.0 -0.1 -0.1
H 1.8385 0.6661 -3.7709 -0.1 0.1 0.0
H 0.6151 1.8372 -4.3069 0.1 -0.1 0.1
H -3.0458 1.0840 -1.9605 0.0 0.0 -0.1
H -2.5750 1.0799 -3.6686 -0.1 -0.1 0.1
H -2.8672 -0.4526 -2.8184 0.1 0.1 0.0
H 0.7804 1.4203 0.4142 -0.2 0.2 -0.4
H -0.9787 1.4903 0.5333 0.2 0.1 -0.4
C -0.6903 -1.1932 3.8685 0.0 0.4 1.7
C -0.3000 0.0182 3.0473 -0.2 -1.4 -3.7
O -0.0968 1.1484 3.3923 -0.1 0.6 1.7
H -0.7260 -2.1447 3.2907 0.1 0.4 0.1
H -1.6924 -1.0172 4.2931 0.2 -0.2 0.0
H 0.0418 -1.3042 4.6854 -0.3 -0.3 0.0